[1]
Entry from the Open Molecules 2025 dataset: a structure of composition C20H28AuNO4S2Se2 at a distorted geometry (ωB97M-V with the def2-TZVPD basis set).

The value obtained for the highest occupied orbital energy (alpha / beta) is -14.36 / -14.71 eV. Its expectation value of S² is 2.012. Its total charge is +2. For the frontier orbital gap (alpha / beta), the calculation gives 9.0 / 6.1 eV. The energy above the lowest of the compared OMol25 structures with the same formula, charge and spin is 36.89 kcal per mole. As for the multiplicity: 3. Its max |F| is 2.88 eV Å⁻¹.

Each line ends with the Mulliken spin population.
Cartesian coordinates (Å):
Au 0.33 -0.60 1.49  0.347
O -0.05 1.46 0.34  -0.039
S -1.03 2.26 -0.51  -0.010
C -0.98 1.61 -2.21  -0.001
C -1.20 0.12 -2.41  0.002
C 0.02 -0.74 -2.06  0.001
C -0.34 -2.22 -2.02  0.007
S 0.72 -3.16 -0.92  0.012
O 0.62 -2.40 0.40  0.049
C 2.30 -2.78 -1.62  0.002
C 2.61 -3.34 -2.86  0.000
C 3.84 -3.06 -3.42  0.000
C 4.76 -2.26 -2.75  0.000
C 4.45 -1.74 -1.50  0.002
C 3.21 -2.01 -0.92  0.001
C -2.66 1.77 -0.01  0.005
C -3.71 2.64 -0.29  0.002
C -5.00 2.29 0.09  0.000
C -5.22 1.10 0.77  0.000
C -4.17 0.25 1.07  -0.003
C -2.88 0.59 0.68  -0.015
H -0.01 1.95 -2.60  -0.001
H -1.75 2.20 -2.72  0.000
H -1.47 -0.04 -3.46  0.000
H -2.06 -0.20 -1.83  0.000
H 0.39 -0.43 -1.09  0.006
H 0.83 -0.57 -2.78  0.000
H -0.31 -2.73 -2.98  -0.001
H -1.33 -2.39 -1.59  -0.001
H 1.90 -3.98 -3.37  -0.001
H 4.09 -3.48 -4.39  0.000
H 5.72 -2.06 -3.19  0.000
H 5.18 -1.14 -0.97  0.000
H 2.95 -1.65 0.06  -0.002
H -3.52 3.58 -0.80  0.000
H -5.82 2.96 -0.12  0.000
H -6.23 0.84 1.08  0.000
H -4.35 -0.67 1.60  0.002
H -2.04 -0.07 0.90  0.010
C 3.66 0.63 1.90  0.009
Se 2.11 1.15 0.86  0.441
C 1.45 2.59 1.99  -0.002
C 1.11 2.16 3.40  0.004
Se -0.23 0.75 3.51  0.160
C -1.75 1.76 2.83  0.004
H 4.36 1.46 1.87  0.017
H 4.09 -0.24 1.42  0.000
H 3.39 0.38 2.92  0.001
H 0.59 2.98 1.45  0.005
H 2.22 3.35 2.00  0.006
H 0.71 2.99 3.97  0.002
H 1.97 1.78 3.95  -0.001
H -1.94 2.57 3.53  0.007
H -2.59 1.07 2.82  -0.001
H -1.54 2.11 1.83  -0.002
O -1.78 -4.00 1.56  0.284
N -1.96 -3.26 2.45  0.457
O -1.66 -2.12 2.66  0.230

***

[2]
Entry from the Open Molecules 2025 dataset: a structure of composition C27H24AsO4ReS4 at a distorted geometry (ωB97M-V with the def2-TZVPD basis set).

The value obtained for the highest occupied orbital energy (alpha / beta) is -10.91 / -11.39 eV. Its expectation value of S² is 3.781. Its total charge is +1. For the frontier orbital gap (alpha / beta), the calculation gives 6.5 / 6.4 eV. The energy above the lowest of the compared OMol25 structures with the same formula, charge and spin is 41.00 kcal per mole. As for the multiplicity: 4. Its max |F| is 6.18 eV Å⁻¹.

Each line ends with the Mulliken spin population.
Cartesian coordinates (Å):
Re 1.20 0.01 -1.78  2.510
S 1.03 -2.33 -1.39  0.207
C 0.13 -2.52 0.11  -0.016
C -0.39 -3.78 0.41  0.026
C -1.08 -3.99 1.58  -0.013
C -1.25 -2.96 2.50  0.027
C -0.75 -1.70 2.21  -0.008
C -0.08 -1.47 1.01  0.052
As 0.76 0.23 0.56  -0.009
C -0.51 1.67 0.91  -0.004
C -0.02 2.96 0.71  0.001
C -0.88 4.04 0.81  0.002
C -2.21 3.84 1.12  -0.002
C -2.69 2.56 1.34  0.001
C -1.85 1.47 1.23  0.001
C 2.00 0.38 2.08  0.039
C 3.23 -0.27 2.05  -0.010
C 4.05 -0.23 3.17  -0.001
C 3.65 0.46 4.30  -0.003
C 2.42 1.11 4.33  0.002
C 1.60 1.07 3.22  -0.001
H -0.24 -4.59 -0.29  -0.001
H -1.48 -4.97 1.80  -0.001
H -1.73 -3.15 3.44  0.002
H -0.85 -0.88 2.92  0.001
H 1.02 3.10 0.45  0.005
H -0.51 5.04 0.64  0.000
H -2.89 4.68 1.18  0.000
H -3.73 2.41 1.60  0.000
H -2.22 0.46 1.37  0.000
H 3.53 -0.81 1.15  -0.001
H 5.01 -0.73 3.16  0.000
H 4.30 0.50 5.16  0.000
H 2.11 1.64 5.21  0.000
H 0.63 1.57 3.22  0.001
C 6.07 -1.14 -3.81  0.007
O 5.48 -0.35 -2.78  0.008
C 4.19 -0.38 -2.65  0.037
S 3.14 -1.20 -3.65  0.131
S 3.54 0.48 -1.29  -0.049
H 7.14 -1.12 -3.63  0.002
H 5.83 -0.73 -4.79  -0.003
H 5.69 -2.16 -3.76  -0.004
C -5.44 -0.97 -0.83  -0.001
C -4.14 -0.43 -1.33  0.009
C -3.16 -1.29 -1.83  -0.010
C -1.99 -0.79 -2.38  -0.015
C -1.78 0.58 -2.42  0.017
C -2.72 1.45 -1.90  0.019
C -3.89 0.94 -1.36  0.004
S -0.34 1.24 -3.25  -0.041
O 0.42 0.02 -3.62  0.050
O -0.73 2.10 -4.30  0.010
O 0.47 1.89 -2.18  0.021
H -5.60 -1.98 -1.19  0.000
H -6.26 -0.34 -1.17  0.000
H -5.45 -0.99 0.26  0.001
H -3.33 -2.36 -1.83  -0.001
H -1.28 -1.46 -2.84  0.005
H -2.55 2.52 -1.96  -0.001
H -4.65 1.62 -0.99  0.000

***

[3]
Entry from the Open Molecules 2025 dataset: a cluster of 10 separate species, C74H100F6N16O6S2 in total at a distorted geometry (ωB97M-V with the def2-TZVPD basis set).

The value obtained for the highest occupied orbital energy is -22.21 eV. Its total charge is +10. For the frontier orbital gap, the calculation gives 2.3 eV. Its max |F| is 4.93 eV Å⁻¹.

Each line ends with the Löwdin charge.
Cartesian coordinates (Å):
C 12.85 -22.96 -6.33  0.070
N 11.66 -23.21 -7.16  -0.070
C 11.87 -23.88 -8.30  0.005
C 10.83 -24.18 -9.16  0.029
C 9.54 -23.82 -8.75  -0.115
C 9.35 -23.31 -7.49  0.068
C 10.43 -22.92 -6.75  0.026
C 8.33 -24.33 -9.53  -0.144
C 7.30 -23.49 -9.87  0.019
C 6.29 -23.91 -10.74  0.008
N 6.28 -25.16 -11.28  -0.039
C 7.24 -26.07 -10.90  0.084
C 8.26 -25.61 -10.03  0.061
C 5.07 -25.52 -12.13  0.080
H 12.58 -23.12 -5.28  0.132
H 13.06 -21.90 -6.46  0.110
H 13.61 -23.70 -6.56  0.121
H 12.89 -24.11 -8.56  0.147
H 11.05 -24.75 -10.05  0.128
H 8.36 -22.93 -7.25  0.154
H 10.23 -22.37 -5.84  0.176
H 7.20 -22.52 -9.40  0.132
H 5.47 -23.29 -11.07  0.151
H 7.19 -27.03 -11.40  0.141
H 9.03 -26.30 -9.70  0.140
H 4.30 -25.87 -11.45  0.133
H 5.42 -26.21 -12.90  0.095
H 4.69 -24.61 -12.61  0.103
C 12.59 -30.77 -15.32  -0.019
N 13.50 -31.22 -16.31  -0.078
C 13.93 -32.55 -16.27  0.104
C 14.77 -32.97 -17.27  0.064
C 15.09 -32.13 -18.33  -0.099
C 14.50 -30.85 -18.36  0.048
C 13.76 -30.41 -17.33  -0.035
C 16.06 -32.48 -19.37  -0.131
C 16.13 -31.91 -20.66  0.075
C 17.26 -32.20 -21.41  0.015
N 18.32 -32.80 -20.94  -0.069
C 18.30 -33.35 -19.73  0.062
C 17.13 -33.23 -18.91  0.077
C 19.61 -33.02 -21.67  0.081
H 12.95 -31.09 -14.34  0.100
H 11.64 -31.30 -15.45  0.120
H 12.41 -29.70 -15.40  0.072
H 13.52 -33.04 -15.40  0.160
H 15.21 -33.96 -17.18  0.146
H 14.81 -30.15 -19.12  0.130
H 13.48 -29.36 -17.33  0.137
H 15.27 -31.34 -20.97  0.135
H 17.25 -31.89 -22.45  0.168
H 19.16 -33.92 -19.42  0.157
H 17.20 -33.68 -17.93  0.131
H 19.99 -32.03 -21.90  0.124
H 19.33 -33.52 -22.60  0.128
H 20.30 -33.70 -21.17  0.121
C 13.06 -17.75 -6.66  0.047
N 12.32 -18.53 -7.62  -0.075
C 11.01 -18.81 -7.31  0.083
C 10.22 -19.47 -8.28  0.076
C 10.79 -19.84 -9.54  -0.110
C 12.12 -19.40 -9.78  0.038
C 12.89 -18.84 -8.80  0.026
C 10.10 -20.56 -10.65  -0.157
C 10.68 -21.60 -11.32  0.021
C 9.88 -22.36 -12.20  0.031
N 8.61 -21.95 -12.49  -0.070
C 8.11 -20.85 -11.98  0.007
C 8.83 -20.10 -11.02  0.095
C 7.93 -22.63 -13.58  0.034
H 13.17 -18.33 -5.74  0.132
H 12.54 -16.80 -6.54  0.143
H 14.07 -17.53 -7.00  0.123
H 10.56 -18.38 -6.42  0.172
H 9.17 -19.71 -8.19  0.130
H 12.65 -19.66 -10.69  0.120
H 13.93 -18.58 -8.93  0.163
H 11.73 -21.79 -11.17  0.129
H 10.35 -23.12 -12.81  0.117
H 7.17 -20.45 -12.32  0.171
H 8.20 -19.32 -10.61  0.154
H 7.85 -22.03 -14.49  0.105
H 6.93 -22.87 -13.21  0.105
H 8.44 -23.57 -13.79  0.073
C 21.94 -19.20 -15.98  0.086
N 20.95 -20.33 -15.86  -0.054
C 20.80 -21.03 -14.71  0.048
C 19.84 -21.99 -14.60  0.028
C 19.01 -22.35 -15.65  -0.096
C 19.28 -21.71 -16.91  0.093
C 20.15 -20.58 -16.91  0.058
C 17.88 -23.37 -15.47  -0.083
C 16.79 -23.56 -16.35  0.090
C 15.73 -24.48 -16.00  -0.002
N 15.80 -25.19 -14.90  -0.092
C 16.71 -24.93 -13.95  0.021
C 17.79 -24.10 -14.30  0.054
C 14.73 -26.23 -14.57  0.048
H 22.91 -19.50 -15.60  0.131
H 21.54 -18.49 -15.26  0.121
H 21.95 -18.71 -16.96  0.125
H 21.36 -20.61 -13.89  0.169
H 19.72 -22.48 -13.64  0.122
H 18.78 -22.03 -17.81  0.126
H 20.34 -20.06 -17.84  0.161
H 16.71 -22.98 -17.25  0.129
H 14.85 -24.57 -16.63  0.137
H 16.70 -25.56 -13.08  0.151
H 18.56 -24.07 -13.54  0.130
H 15.23 -26.96 -13.93  0.093
H 14.48 -26.76 -15.48  0.103
H 13.84 -25.79 -14.10  0.089
C 13.28 -31.98 -7.17  -0.027
C 14.04 -32.26 -8.52  -0.126
N 13.42 -31.34 -9.44  -0.067
C 12.20 -31.50 -10.04  0.034
C 12.10 -30.52 -11.02  0.007
N 13.17 -29.61 -10.87  -0.097
C 14.00 -30.17 -9.93  0.040
C 13.27 -28.26 -11.43  -0.002
H 13.60 -32.66 -6.38  0.100
H 12.19 -32.08 -7.24  0.080
H 13.47 -30.96 -6.84  0.078
H 13.95 -33.26 -8.94  0.146
H 15.10 -32.05 -8.38  0.137
H 11.54 -32.35 -9.88  0.161
H 11.33 -30.31 -11.75  0.119
H 14.95 -29.78 -9.59  0.167
H 14.05 -28.32 -12.19  0.081
H 13.61 -27.58 -10.65  0.093
H 12.33 -27.90 -11.86  0.081
C 4.79 -23.57 -19.51  -0.015
C 4.35 -23.82 -17.99  -0.184
N 4.68 -25.05 -17.45  -0.081
C 5.97 -25.33 -16.94  0.002
C 5.89 -26.59 -16.30  -0.012
N 4.61 -27.06 -16.50  -0.082
C 3.85 -26.13 -17.22  0.116
C 4.23 -28.42 -16.18  0.026
H 5.85 -23.77 -19.64  0.028
H 4.41 -22.60 -19.84  0.097
H 4.36 -24.28 -20.22  0.091
H 3.29 -23.61 -17.88  0.143
H 4.79 -23.05 -17.36  0.119
H 6.85 -24.70 -16.95  0.097
H 6.67 -27.17 -15.82  0.100
H 2.81 -26.13 -17.49  0.184
H 4.62 -29.13 -16.91  0.107
H 3.15 -28.55 -16.20  0.122
H 4.69 -28.69 -15.23  0.108
C 7.76 -24.29 -23.11  -0.027
C 8.20 -23.98 -21.66  -0.133
N 9.17 -24.99 -21.13  -0.023
C 10.18 -25.71 -21.69  0.014
C 10.78 -26.52 -20.76  0.031
N 10.17 -26.17 -19.57  -0.108
C 9.11 -25.37 -19.83  -0.001
C 10.46 -26.70 -18.28  -0.006
H 8.63 -24.41 -23.75  0.086
H 7.24 -23.34 -23.30  0.096
H 6.99 -25.05 -23.26  0.098
H 7.30 -23.79 -21.07  0.095
H 8.88 -23.13 -21.64  0.132
H 10.51 -25.57 -22.71  0.152
H 11.53 -27.28 -20.88  0.149
H 8.47 -24.93 -19.09  0.146
H 9.53 -26.83 -17.73  0.084
H 11.14 -26.00 -17.78  0.073
H 10.94 -27.66 -18.51  0.097
C 11.65 -23.80 -16.08  -0.060
C 12.50 -22.77 -15.24  -0.126
N 11.83 -21.48 -14.98  -0.029
C 12.29 -20.39 -14.28  -0.020
C 11.38 -19.34 -14.30  0.049
N 10.30 -19.87 -15.00  -0.071
C 10.58 -21.16 -15.33  -0.020
C 9.14 -19.05 -15.34  0.043
H 10.65 -23.97 -15.69  0.039
H 12.19 -24.75 -16.08  0.061
H 11.40 -23.41 -17.06  0.097
H 13.39 -22.73 -15.87  0.114
H 12.72 -23.22 -14.27  0.114
H 13.26 -20.46 -13.80  0.136
H 11.34 -18.31 -13.99  0.155
H 9.88 -21.86 -15.76  0.155
H 8.29 -19.72 -15.30  0.093
H 9.25 -18.61 -16.33  0.129
H 8.97 -18.18 -14.71  0.120
C 10.46 -27.76 -14.67  -0.652
F 11.63 -27.23 -14.87  0.131
F 10.01 -28.53 -15.63  0.155
F 10.57 -28.58 -13.62  0.111
S 9.18 -26.31 -14.20  0.530
O 8.85 -25.53 -15.41  -0.367
O 7.95 -27.00 -13.65  -0.349
O 9.89 -25.53 -13.21  -0.376
C 7.87 -29.86 -17.64  -0.626
F 7.88 -29.67 -16.29  0.077
F 6.77 -30.54 -17.90  0.165
F 7.93 -28.77 -18.43  0.098
S 9.40 -30.97 -18.07  0.520
O 9.34 -31.31 -19.51  -0.316
O 10.61 -30.20 -17.70  -0.420
O 9.27 -32.21 -17.27  -0.330

***

Question: Among the records above, which one has the lowest max |F|?
Answer: C20H28AuNO4S2Se2

***

Question: Which value of max |F| does entry 3 give?
Answer: 4.93 eV Å⁻¹

***

Question: The lowest max |F| belongs to which entry?
Answer: C20H28AuNO4S2Se2